{"formula": "C2H9N5", "method": "ωB97M-V with the def2-TZVPD basis set", "e_homo_ev": [-18.14, -18.14], "charge": 2, "multiplicity": 1, "de_lowest_kj_mol": 580.35, "fmax_ev_per_a": 4.1, "gap_ev": [8.147, 8.145], "e_tot_ha": -354.540356, "species": ["C", "C", "N", "N", "N", "N", "N", "H", "H", "H", "H", "H", "H", "H", "H", "H"], "coordinates": [[1.559634, 2.274544, 0.183047], [-2.142948, -1.313570, -0.440564], [2.130069, 2.269518, -0.905920], [0.835572, 1.022326, 0.522894], [0.626145, 0.668007, 1.626298], [2.425149, 1.931106, -1.990830], [-1.102116, -2.136359, 0.297266], [1.348615, 3.153434, 0.889338], [-1.567622, -0.452218, -0.826372], [-2.624706, -1.860814, -1.273150], [-3.082017, -1.339080, 0.272329], [1.025625, 1.023884, 2.417979], [-1.229152, -1.856430, 1.333845], [3.325747, 1.697110, -2.227165], [-1.400309, -3.097644, 0.147451], [-0.127688, -1.983813, -0.026448]], "atomic_forces_ev_per_a": [[-1.0275, 1.6230, 2.8500], [-1.7063, -0.6354, 0.3253], [0.9223, -0.5643, -0.2012], [0.1875, 0.4193, -3.2054], [-2.0967, -3.1170, -0.2096], [-3.8916, 1.3081, -0.1551], [-0.8887, 0.5435, 1.3090], [0.7102, -0.8989, -1.5592], [-1.3707, 0.1584, 0.6177], [1.1114, -0.0109, 0.0444], [2.0931, 1.3938, -1.1465], [1.7722, 2.1805, 2.8174], [0.8345, -0.9000, -1.9307], [3.5671, -0.8031, -0.3636], [0.5782, -0.4478, 0.4782], [-0.7949, -0.2492, 0.3292]]}

***

{"formula": "C2H9N5O", "method": "ωB97M-V with the def2-TZVPD basis set", "e_homo_ev": [-8.64, -8.64], "charge": 0, "multiplicity": 1, "de_lowest_kj_mol": 476.81, "fmax_ev_per_a": 2.6, "gap_ev": [8.700, 8.702], "e_tot_ha": -430.502426, "species": ["N", "N", "N", "H", "H", "H", "H", "H", "C", "N", "C", "N", "O", "H", "H", "H", "H"], "coordinates": [[-0.887534, -0.487516, -1.630510], [0.775615, 0.407363, -2.964580], [-0.490612, -1.525207, -1.032822], [-0.304468, -0.244776, -2.690355], [-0.256611, -2.385148, -1.539211], [0.521013, 1.390874, -3.052238], [1.473380, 0.370281, -2.222708], [-0.240259, -1.448687, -0.031862], [-0.286668, 1.017912, 1.658775], [-0.768308, 1.445146, 0.484728], [0.623856, -0.881295, 2.612505], [0.068419, -0.400352, 1.584337], [-0.124496, 1.691822, 2.654046], [-0.868349, 0.826523, -0.335409], [-1.067763, 2.404506, 0.429516], [0.868761, -0.269575, 3.483212], [0.964024, -1.911869, 2.592576]], "atomic_forces_ev_per_a": [[-0.5663, -1.1631, 1.1529], [-1.2005, -0.7474, 0.0153], [0.1182, 0.6022, -0.4399], [2.1287, 1.1791, -0.9186], [-0.0805, 0.1882, -0.0089], [-0.0035, -0.1359, 0.0437], [-0.2529, -0.0907, -0.0213], [-0.1687, -0.0185, -0.0618], [0.1897, 0.0976, 0.0235], [-0.1427, 0.0316, -0.0433], [0.4370, 0.3350, -0.1106], [-0.1134, -0.1523, -0.0009], [-0.0705, -0.1459, -0.0154], [0.0346, 0.1385, 0.2926], [0.0774, -0.0376, 0.0502], [-0.2143, 0.0200, -0.0012], [-0.1723, -0.1008, 0.0437]]}

***

{"formula": "C2H9N6", "method": "ωB97M-V with the def2-TZVPD basis set", "e_homo_ev": -12.77, "charge": 1, "multiplicity": 1, "de_lowest_kj_mol": 269.26, "smiles": "NC1=NN(N)N([NH3+])C1", "fmax_ev_per_a": 5.8, "gap_ev": 9.282, "e_tot_ha": -409.729518, "species": ["C", "C", "N", "N", "N", "N", "N", "N", "H", "H", "H", "H", "H", "H", "H", "H", "H"], "coordinates": [[-0.015659, 1.398283, 0.327637], [-0.321442, -0.021924, 1.054394], [0.738675, 1.179682, -0.663601], [0.232065, -0.998227, 0.101303], [-0.841489, 2.512867, 0.590845], [-0.758364, -1.523951, -0.865431], [2.441367, -0.191097, -0.751384], [1.125756, 0.019651, -0.963881], [0.311339, -0.011774, 1.845354], [-1.428214, 0.072404, 1.308879], [-1.289171, 2.581980, 1.454181], [-0.573445, 3.402837, 0.181053], [-1.450083, -0.723539, -1.213389], [-1.226849, -2.393190, -0.443504], [2.770335, -1.005588, -1.125819], [2.787068, 0.067577, 0.221637], [-0.176430, -1.839189, -1.690772]], "atomic_forces_ev_per_a": [[-2.1360, -0.8639, 0.3421], [-2.1622, 1.7227, -3.4482], [-1.0440, 5.7085, 0.6278], [-0.9655, -0.0142, 0.4656], [2.4924, -1.2676, -2.1796], [-0.7509, 0.7917, -0.1556], [-0.0358, 3.1575, 2.6579], [0.9044, -4.4755, -0.6037], [1.3689, -0.4142, 2.8942], [1.4200, -1.0340, -0.2929], [-0.5211, -0.0775, 1.5227], [-0.0006, -0.3202, 0.0487], [1.3599, -2.2998, 0.7454], [0.4394, 1.7659, -0.7823], [0.9002, -2.4130, -0.9818], [-0.4944, -0.5070, -1.7594], [-0.7747, 0.5405, 0.8992]]}

***

- Which of these has the lowest charge?
  C2H9N5O

***

- Look up the charge of the second one.
  0

***

- Which value of charge does entry 1 give?
  +2